# C4H6CeO2

C4H6CeO2 as an isolated structure at a distorted geometry (ωB97M-V/def2-TZVPD, the Open Molecules 2025 dataset).

```
13
Properties=species:S:1:pos:R:3:lowdin_charge:R:1
O -2.388 1.154 0.124 -0.0311
C -1.246 0.535 -0.417 -0.2618
C -0.711 -0.417 0.653 -0.1552
C 0.447 -1.185 0.203 -0.1463
C 1.388 -1.842 -0.200 0.0056
H -2.762 1.759 -0.522 0.1059
H -0.474 1.280 -0.676 0.1254
H -1.492 -0.034 -1.328 0.1375
H -1.491 -1.142 0.931 0.1537
H -0.452 0.144 1.563 0.1405
H 2.135 -2.540 -0.556 0.0775
O 3.929 2.076 -0.059 -0.6972
Ce 3.118 0.212 0.285 1.5455
```

Calculated values
ΔE to the lowest compared entry with this formula, charge and spin   0.113 eV
HOMO-LUMO gap (alpha / beta)   0.2910 / 0.3013 Ha
<S²>   0.75
Net charge   +1
Energy   -781.2339 Ha
Strongest force on any atom   7.8 eV/A
2S+1   2